(1)
DFT (the ωB97M-V functional and the def2-TZVPD basis) results for the molecule C22H21Cl2NO2.

Properties
SMILES: COc1ccccc1CNCC(O)(c1ccc(Cl)cc1)c1ccc(Cl)cc1
maximum force: 0.4 eV Å⁻¹
HOMO: -8.69 eV
E_tot: -1976.5643 Ha
relative energy (zero: lowest compared OMol25 entry of this formula, charge and spin): 0.000 eV
lowest unoccupied orbital energy: 0.023 Ha

Each line ends with the Mulliken charge.
CARTESIAN COORDINATES (ANGSTROEM)
C (2.89, -1.15, 0.96)  0.380
H (0.64, 4.58, -1.78)  0.422
C (4.68, -1.34, -1.15)  -0.956
C (2.55, -0.60, -0.27)  -0.471
H (-1.57, -2.00, 1.67)  0.418
C (1.24, 0.13, -0.55)  2.447
H (0.36, 2.15, -2.11)  0.479
H (-5.42, -0.43, 2.54)  0.375
C (2.32, 3.46, 0.93)  -1.052
H (0.31, -0.15, 1.42)  0.222
C (-3.59, -0.79, 0.56)  0.954
H (-5.47, 0.22, -2.06)  0.382
H (-4.11, -0.11, 3.70)  0.249
C (-4.42, -0.02, 2.66)  -0.982
H (-4.42, 1.04, 2.39)  0.387
C (0.91, 2.52, -1.25)  -0.222
C (1.77, 4.35, 0.02)  0.417
Cl (6.51, -2.67, 0.32)  -0.221
H (2.87, 3.84, 1.78)  0.414
C (-3.71, -0.99, -2.22)  -1.005
H (-3.75, -1.06, -3.29)  0.394
H (-1.53, -3.27, 0.43)  0.411
Cl (1.97, 6.05, 0.25)  -0.223
H (-1.93, -2.17, -2.03)  0.458
H (3.20, -0.29, -2.28)  0.488
N (-0.21, -1.72, 0.05)  -0.144
C (-1.48, -2.19, 0.59)  -1.062
O (0.84, -0.11, -1.88)  -0.762
C (1.45, 1.62, -0.35)  -0.721
C (-4.61, -0.17, -0.15)  -0.580
C (1.06, 3.89, -1.08)  -0.908
H (0.33, -0.94, -1.86)  0.474
C (4.99, -1.88, 0.09)  0.365
C (0.09, -0.34, 0.36)  -1.290
H (2.21, -1.08, 1.80)  0.434
O (-3.46, -0.74, 1.92)  -0.396
C (-2.69, -1.61, -1.51)  -0.175
C (-2.62, -1.52, -0.13)  0.418
H (0.55, -2.32, 0.38)  0.238
C (3.46, -0.71, -1.32)  -0.338
C (2.16, 2.10, 0.74)  -0.141
H (-5.38, 0.39, 0.36)  0.402
H (2.60, 1.42, 1.45)  0.441
H (5.38, -1.41, -1.96)  0.421
C (-4.67, -0.27, -1.53)  -0.626
C (4.10, -1.78, 1.15)  -1.250
H (4.36, -2.20, 2.11)  0.414
H (-0.80, 0.25, 0.11)  0.619

(2)
DFT (the ωB97M-V functional and the def2-TZVPD basis) results for the molecule C3H8N2O.

Properties
SMILES: CNC(=O)CN
maximum force: 4.1 eV Å⁻¹
HOMO: -8.98 eV
E_tot: -303.7777 Ha
relative energy (zero: lowest compared OMol25 entry of this formula, charge and spin): 3.112 eV
lowest unoccupied orbital energy: 0.028 Ha

Each line ends with the Mulliken charge.
CARTESIAN COORDINATES (ANGSTROEM)
N (-0.86, 1.77, -0.67)  -0.481
H (-0.29, 0.05, -1.62)  0.193
H (1.72, -1.97, 0.54)  0.319
H (1.95, -0.71, -0.57)  0.278
H (-2.02, -0.26, -1.29)  0.250
O (-1.59, -1.44, 0.77)  -0.483
C (1.71, -0.91, 0.47)  -0.826
H (2.74, -0.57, 0.94)  0.263
N (0.46, -0.32, 0.93)  -0.110
H (-0.77, 1.89, 0.33)  0.214
H (0.47, 0.36, 1.69)  0.246
H (-1.58, 2.28, -1.12)  0.219
C (-0.86, -0.53, 0.47)  0.223
C (-1.08, 0.34, -0.88)  -0.308

(3)
DFT (the ωB97M-V functional and the def2-TZVPD basis) results for the molecule C11H16N2O.

Properties
SMILES: [H]/N=C\C(=O)[C@@H]1C[C@H](C(C)=C=N)C1(C)C
maximum force: 4.1 eV Å⁻¹
HOMO: -8.53 eV
E_tot: -613.3283 Ha
relative energy (zero: lowest compared OMol25 entry of this formula, charge and spin): 4.415 eV
lowest unoccupied orbital energy: -0.008 Ha

Each line ends with the Mulliken charge.
CARTESIAN COORDINATES (ANGSTROEM)
H (0.68, -2.54, 0.14)  0.583
C (-0.72, -1.33, -0.87)  -0.511
H (1.62, 1.13, 0.40)  0.386
H (-2.61, 1.65, -1.79)  0.302
H (-3.04, 1.69, -0.17)  0.432
C (-2.25, 1.95, -0.77)  -1.936
C (1.34, 0.47, 1.29)  -1.674
C (-0.98, -0.16, 0.09)  -0.112
H (-1.27, -2.20, -0.62)  0.281
C (1.89, -1.48, -1.23)  0.262
H (-0.66, -0.79, 2.85)  0.470
H (1.39, 2.77, -1.61)  0.310
C (0.66, -1.57, -0.27)  -0.584
H (0.77, -1.81, 2.48)  0.462
H (-2.14, 3.05, -0.99)  0.364
H (1.21, 0.54, -2.15)  0.347
H (-1.91, -0.28, 0.78)  0.435
H (3.93, -0.25, -1.90)  0.265
N (0.93, 2.84, -0.68)  -0.584
N (3.20, 0.34, -2.16)  -0.559
H (0.82, 1.11, 2.03)  0.414
O (2.64, -2.45, -1.14)  -0.583
C (-0.17, -1.36, 2.10)  -2.099
C (0.01, 2.09, -0.50)  0.129
H (-0.76, -2.23, 2.06)  0.458
C (2.09, -0.16, -1.92)  -0.183
H (2.22, -0.05, 1.73)  0.382
H (-0.74, -1.01, -2.08)  0.227
C (0.26, -0.62, 0.90)  1.933
C (-0.99, 1.29, -0.36)  0.383

(4)
DFT (the ωB97M-V functional and the def2-TZVPD basis) results for a cluster of 10 separate species, C5H29NO10S in total.

Properties
SMILES: CC(=O)NCCCS.O.O.O.O.O.O.O.O.O
maximum force: 7.6 eV Å⁻¹
HOMO: -9.20 eV
E_tot: -1413.1133 Ha
relative energy (zero: lowest compared OMol25 entry of this formula, charge and spin): 4.056 eV
lowest unoccupied orbital energy: -0.001 Ha

Each line ends with the Mulliken charge.
CARTESIAN COORDINATES (ANGSTROEM)
O (1.79, 1.72, 0.90)  -0.528
H (-1.91, -0.33, -2.85)  0.407
O (0.81, 2.89, -2.44)  -0.613
C (-0.80, -0.57, -2.71)  -1.111
H (1.41, -2.97, -1.63)  0.300
H (3.40, -1.66, -1.32)  0.334
C (-0.10, 0.02, -1.48)  0.068
O (1.86, -2.53, -2.35)  -0.628
H (1.70, 4.64, 1.60)  0.303
H (-2.78, 0.38, 3.62)  0.120
H (-3.78, 1.79, 1.01)  0.367
H (0.02, 2.23, -2.11)  0.322
C (-2.32, 0.64, -0.54)  -0.716
H (-2.51, 1.58, -1.06)  0.282
O (4.19, -1.92, -1.01)  -0.622
H (0.75, 0.41, 2.56)  0.225
O (0.26, -0.43, 2.68)  -0.534
H (-2.85, -0.27, -0.97)  0.383
H (2.70, 1.44, 0.70)  0.319
H (-2.46, -3.00, 2.24)  0.327
C (-2.91, 0.84, 0.97)  -0.619
S (-3.94, 0.03, 3.20)  -0.201
O (0.89, 4.45, 1.09)  -0.612
N (-0.83, 0.49, -0.41)  0.352
H (0.85, -1.11, 2.53)  0.199
O (3.65, 0.92, -0.95)  -0.572
H (-2.34, -1.12, 1.70)  -0.182
O (-3.16, -3.49, 1.85)  -0.617
H (-3.92, -1.06, 0.99)  0.591
O (1.14, -0.20, -1.30)  -0.548
H (1.88, -2.42, 0.97)  0.349
H (1.57, 2.12, 0.05)  0.259
H (-0.27, 0.04, -3.56)  0.279
H (1.23, -2.75, 2.24)  0.278
H (-2.88, -3.71, 0.96)  0.316
O (1.85, -3.05, 1.72)  -0.593
H (1.81, -1.64, -2.38)  0.346
H (-2.16, 1.54, 1.53)  0.350
C (-3.31, -0.44, 1.54)  -0.416
H (0.19, 4.56, 1.83)  0.310
H (-0.67, -1.63, -2.92)  0.330
H (2.92, 0.71, -1.50)  0.336
H (4.38, 1.00, -1.48)  0.249
H (0.53, 3.72, -2.21)  0.294
H (4.55, -2.44, -1.73)  0.301
H (-0.40, 0.56, 0.44)  0.213

(5)
DFT (the ωB97M-V functional and the def2-TZVPD basis) results for a cluster of 2 separate species, C11H15N in total.

Properties
SMILES: Cc1c[nH]c2ccccc12.CC
maximum force: 3.2 eV Å⁻¹
HOMO: -7.74 eV
E_tot: -482.8803 Ha
relative energy (zero: lowest compared OMol25 entry of this formula, charge and spin): 0.948 eV
lowest unoccupied orbital energy: 0.034 Ha

Each line ends with the Mulliken charge.
CARTESIAN COORDINATES (ANGSTROEM)
H (-0.92, 1.95, 3.53)  0.420
C (-1.86, -2.08, -3.11)  -0.926
C (0.77, -0.49, -1.14)  -0.069
C (-0.05, 0.25, 0.88)  -0.462
H (2.71, 2.56, 2.79)  0.360
C (-1.87, -2.78, -1.76)  -0.876
H (2.84, 1.89, 0.03)  0.424
H (-1.07, -1.28, -0.23)  0.222
H (-1.63, -1.02, -3.05)  0.307
N (-0.88, 0.47, 1.95)  -0.076
H (1.46, 3.02, 3.79)  0.362
H (1.69, 4.03, 2.37)  0.262
C (1.91, 0.29, -1.04)  -0.885
C (1.01, 1.16, 0.99)  0.724
H (-2.81, -2.14, -3.67)  0.356
C (-0.41, 1.53, 2.69)  -0.715
H (-2.59, -2.39, -1.04)  0.282
H (-1.53, -0.23, 2.28)  0.232
C (1.72, 2.98, 2.71)  -1.246
C (-0.20, -0.67, -0.19)  -0.387
C (2.06, 1.16, 0.04)  -0.376
H (2.73, 0.29, -1.75)  0.384
C (0.75, 1.99, 2.11)  0.444
H (-1.16, -2.50, -3.85)  0.271
H (-2.40, -3.72, -2.01)  0.345
H (-0.90, -3.07, -1.36)  0.327
H (0.65, -1.20, -1.96)  0.295

(6)
DFT (the ωB97M-V functional and the def2-TZVPD basis) results for a structure of composition CCrO3.

Properties
spin multiplicity: 5
maximum force: 4.0 eV Å⁻¹
HOMO (spin up / spin down): -7.48 / -9.30 eV
E_tot: -1308.2062 Ha
lowest unoccupied orbital energy (spin up / spin down): -0.019 / -0.028 Ha

Each line ends with the Mulliken charge.
CARTESIAN COORDINATES (ANGSTROEM)
O (2.68, -0.58, -0.02)  -0.944
O (-0.60, 0.43, 0.07)  -0.466
Cr (1.37, 0.60, 0.05)  0.967
O (-2.73, -0.48, 0.01)  -0.266
C (-1.64, -0.10, 0.01)  0.709

(7)
DFT (the ωB97M-V functional and the def2-TZVPD basis) results for a cluster of 2 separate species, C2H4ClOP in total.

Properties
maximum force: 2.9 eV Å⁻¹
HOMO (spin up / spin down): -8.78 / -9.40 eV
E_tot: -955.2168 Ha
relative energy (zero: lowest compared OMol25 entry of this formula, charge and spin): 5.150 eV
lowest unoccupied orbital energy (spin up / spin down): -0.081 / -0.030 Ha

Each line ends with the Mulliken charge.
CARTESIAN COORDINATES (ANGSTROEM)
H (-1.70, -0.95, -1.44)  0.073
C (-0.60, -0.80, 0.53)  0.043
O (0.21, -1.65, 0.14)  -0.511
Cl (2.16, -0.12, -0.36)  -0.025
C (1.23, 1.25, -0.17)  -0.521
P (-1.96, -0.09, -0.33)  0.005
H (0.41, 1.29, -0.86)  0.254
H (1.03, 1.64, 0.81)  0.360
H (-0.79, -0.58, 1.68)  0.321

(8)
DFT (the ωB97M-V functional and the def2-TZVPD basis) results for the ion C5H9IN with charge +1.

Properties
maximum force: 4.0 eV Å⁻¹
HOMO (spin up / spin down): -13.50 / -13.54 eV
E_tot: -547.8891 Ha
relative energy (zero: lowest compared OMol25 entry of this formula, charge and spin): 5.448 eV
charge: +1
lowest unoccupied orbital energy (spin up / spin down): -0.211 / -0.235 Ha

Each line ends with the Mulliken charge.
CARTESIAN COORDINATES (ANGSTROEM)
H (-2.07, 1.30, -1.04)  0.199
H (1.40, 1.12, -2.14)  0.297
N (-0.86, -0.10, 0.25)  -0.439
C (1.17, 1.15, -1.01)  -1.147
C (0.00, 0.24, -0.89)  0.855
C (-1.48, 0.32, -0.99)  -0.547
C (-0.70, 0.36, 3.92)  -0.560
C (0.01, -1.16, -0.36)  -0.427
H (0.93, -1.34, 0.26)  0.199
I (-0.18, 1.23, 2.24)  0.677
H (-2.20, -0.40, -1.43)  0.240
H (2.03, 0.75, -0.30)  0.297
H (0.82, 2.13, -0.89)  0.427
H (-0.41, -1.92, -0.99)  0.292
H (0.13, 0.05, 4.63)  0.304
H (-1.68, 0.06, 3.97)  0.333